a | Molecular formula: C2F3N
Method: DFT, wB97M-V/def2-TZVPD

M (g/mol): 95.02
SMILES: FC1=NC1(F)F
HOMO-LUMO gap (Ha): 0.363
HOMO (eV): -11.2

Last column: Löwdin charge in e.
CARTESIAN COORDINATES (ANGSTROEM)
1 F -1.901 0.767 -0.761  0.1946
2 C -0.762 0.346 -0.382  0.0790
3 N -0.483 -0.640 1.020  0.2737
4 C 0.508 -0.181 0.166  -0.7384
5 F 1.213 -1.019 -0.621  0.0985
6 F 1.425 0.727 0.579  0.0926



b | Molecular formula: C2F3N
Method: DFT, wB97M-V/def2-TZVPD

M (g/mol): 95.02
HOMO-LUMO gap (alpha / beta) (Ha): 0.322 / 0.286
HOMO (alpha / beta) (eV): -10.2 / -9.6

Last column: Löwdin charge in e.
CARTESIAN COORDINATES (ANGSTROEM)
1 C 2.057 0.049 -0.485  0.2095
2 C -0.452 -0.004 -0.146  -0.2936
3 N -1.477 0.649 0.066  0.0406
4 F 2.522 0.217 0.635  0.1019
5 F -0.294 -1.285 -0.086  0.0491
6 F -2.725 0.003 0.353  -0.1074



Which of them is most stable, and which least? Most stable: a; least stable: b.



a | Molecular formula: C8H8BrNO3
Method: DFT, wB97M-V/def2-TZVPD

M (g/mol): 246.06
HOMO-LUMO gap (alpha / beta) (Ha): 0.328 / 0.248
HOMO (alpha / beta) (eV): -8.8 / -8.6

Last column: Löwdin charge in e.
CARTESIAN COORDINATES (ANGSTROEM)
1 C -1.984 -0.805 -0.809  -0.1106
2 C -2.163 0.527 -0.615  -0.1188
3 C -1.593 -1.612 0.229  -0.1527
4 C -1.845 1.035 0.607  -0.0940
5 C -1.156 -1.222 1.473  -0.1252
6 C -1.426 0.103 1.606  0.0743
7 C 2.647 1.408 -1.264  0.0189
8 C 1.823 -0.424 -0.021  -0.7390
9 N 1.764 0.059 1.301  -0.3940
10 O 1.911 -0.724 2.266  -0.0213
11 O 1.434 1.282 1.396  0.0088
12 O 1.757 0.244 -1.164  -0.1196
13 Br 1.910 -2.221 -0.121  0.9862
14 H -2.126 -1.257 -1.733  0.0872
15 H -2.172 1.213 -1.473  0.1175
16 H -1.420 -2.596 -0.126  0.0880
17 H -1.727 2.097 0.695  0.0944
18 H -0.758 -2.035 2.091  0.1168
19 H 3.494 0.889 -1.660  0.0919
20 H 2.703 1.776 -0.227  0.0850
21 H 2.187 2.136 -1.942  0.1063



b | Molecular formula: C8H8BrNO3
Method: DFT, wB97M-V/def2-TZVPD

M (g/mol): 246.06
SMILES: CO/C(Br)=C1/C=CC=C[C@H]1ON=O
HOMO-LUMO gap (Ha): 0.281
HOMO (eV): -7.8

Last column: Löwdin charge in e.
CARTESIAN COORDINATES (ANGSTROEM)
1 C -3.532 0.532 0.187  -0.1093
2 O -2.156 0.106 0.383  -0.1372
3 C -1.230 0.492 -0.528  -0.6508
4 Br -1.781 1.606 -1.916  0.9023
5 C 0.076 0.050 -0.488  -0.2251
6 C 1.130 0.452 -1.387  -0.0721
7 C 2.382 -0.007 -1.222  -0.0947
8 C 2.664 -0.974 -0.252  -0.1090
9 C 1.785 -1.505 0.575  -0.0338
10 C 0.427 -0.940 0.587  -0.1946
11 O 0.219 -0.212 1.951  -0.0932
12 N 1.013 0.845 2.339  -0.0596
13 O 1.705 1.494 1.615  0.0401
14 H -3.810 0.427 -0.857  0.0355
15 H -3.758 1.553 0.628  0.1161
16 H -4.224 -0.209 0.643  0.0984
17 H 0.916 1.336 -2.020  0.0870
18 H 3.230 0.233 -1.877  0.1178
19 H 3.594 -1.304 -0.469  0.0769
20 H 1.833 -2.387 1.274  0.1380
21 H -0.481 -1.589 0.833  0.1674



Which of them is most stable, and which least? Most stable: b; least stable: a.



a | Molecular formula: C4H16O3
Method: DFT, wB97M-V/def2-TZVPD

M (g/mol): 112.17
SMILES: CC(C)C.O.O.O
HOMO-LUMO gap (Ha): 0.429
HOMO (eV): -11.1

Last column: Löwdin charge in e.
CARTESIAN COORDINATES (ANGSTROEM)
1 C 0.276 0.340 -1.199  -0.0743
2 C -0.221 -0.721 -0.106  -0.4973
3 C -1.018 -0.111 1.028  -0.0880
4 C -0.863 -1.942 -0.714  -0.0861
5 H 0.920 1.087 -0.675  0.0693
6 H 0.831 -0.127 -2.078  0.0805
7 H -0.609 0.845 -1.589  0.0700
8 H 0.600 -1.145 0.448  0.0918
9 H -1.368 -0.772 1.824  0.0733
10 H -1.926 0.364 0.714  0.0431
11 H -0.135 0.503 1.537  0.1125
12 H -0.320 -2.150 -1.596  0.0623
13 H -0.997 -2.815 -0.094  0.0778
14 H -1.874 -1.727 -0.939  0.0621
15 O -4.206 2.096 0.541  -0.1088
16 H -4.250 1.112 0.376  0.0475
17 H -3.854 2.124 1.478  0.0580
18 O 2.752 -0.534 -1.332  -0.0831
19 H 3.487 -0.059 -0.967  0.0282
20 H 2.767 -1.303 -0.678  0.0946
21 O 3.047 0.607 1.445  -0.0709
22 H 2.407 0.341 0.761  -0.0138
23 H 2.526 0.981 2.182  0.0514



b | Molecular formula: C4H16O3
Method: DFT, wB97M-V/def2-TZVPD

M (g/mol): 112.17
SMILES: CCCC.O.O.O
HOMO-LUMO gap (Ha): 0.441
HOMO (eV): -11.1

Last column: Löwdin charge in e.
CARTESIAN COORDINATES (ANGSTROEM)
1 C -3.375 -0.060 1.808  -0.1091
2 C -1.996 -0.613 1.415  -0.2717
3 C -1.523 -0.088 0.051  -0.2644
4 C -1.283 1.441 0.066  -0.1070
5 H -3.499 0.147 2.870  0.0676
6 H -4.111 -0.823 1.658  0.0573
7 H -3.625 0.816 1.253  0.0554
8 H -2.064 -1.689 1.309  0.0920
9 H -1.244 -0.419 2.179  0.1014
10 H -2.222 -0.383 -0.732  0.1034
11 H -0.599 -0.605 -0.141  0.0880
12 H -1.520 1.895 1.024  0.0667
13 H -1.803 1.937 -0.722  0.0539
14 H -0.217 1.605 -0.105  0.0665
15 O 5.257 0.274 -5.283  -0.0673
16 H 5.033 1.191 -5.505  0.0369
17 H 4.417 -0.010 -4.906  0.0303
18 O 1.543 -5.107 -3.289  -0.0640
19 H 1.970 -5.620 -3.989  0.0351
20 H 1.341 -5.789 -2.642  0.0288
21 O 3.470 4.010 4.312  -0.0591
22 H 2.562 4.292 4.186  0.0284
23 H 3.487 3.598 5.181  0.0308



Which of them is most stable, and which least? Most stable: b; least stable: a.